1.
Below is a cluster of 3 separate species, C3H5O2Se in total in a non-equilibrium geometry, with properties calculated with ωB97M-V/def2-TZVPD.

Last column: Löwdin charge in e.
Element x y z (Å)
1 C -2.217 1.295 -0.252  -0.49
2 C -0.761 -0.579 0.752  -0.12
3 C -0.082 -0.735 -0.381  -0.06
4 O -1.651 1.319 -1.283  0.17
5 O -2.889 1.366 0.656  0.21
6 Se 3.887 0.317 -0.298  -0.38
7 H -0.464 0.345 1.343  0.09
8 H -1.462 -1.209 1.318  0.06
9 H 0.104 -1.601 -0.929  0.04
10 H 0.574 0.095 -0.507  0.02
11 H 4.960 -0.612 -0.420  -0.54

Results
Electronic energy   -2669.2294 hartree
Energy relative to the best compared isomer or geometry (same formula, charge and spin)   82.63 kJ/mol
Net charge   -1
LUMO energy   0.1047 hartree
Kohn-Sham gap   5.3 eV



2.
Below is the ion C3H5O3 with charge -1 in a non-equilibrium geometry, with properties calculated with ωB97M-V/def2-TZVPD.

Last column: Löwdin charge in e.
Element x y z (Å)
1 O -0.916 -0.646 1.374  -0.09
2 C 0.283 -0.394 1.150  -0.77
3 O 1.242 -0.403 1.936  -0.08
4 C 0.607 -0.089 -0.363  -0.14
5 C -0.419 0.814 -0.990  -0.24
6 O -0.584 0.606 -2.449  -0.13
7 H 0.556 -1.129 -0.704  0.10
8 H 1.625 0.267 -0.528  0.10
9 H -1.401 0.528 -0.628  0.10
10 H -0.107 1.845 -0.841  0.11
11 H -0.486 -0.334 -2.545  0.04

Results
Electronic energy   -343.0820 hartree
Energy relative to the best compared isomer or geometry (same formula, charge and spin)   15.89 kJ/mol
Net charge   -1
LUMO energy   0.1464 hartree
SMILES   O=C([O-])CCO
Kohn-Sham gap   8.1 eV



3.
Below is a cluster of 2 separate species, C3H5O3 in total in a non-equilibrium geometry, with properties calculated with ωB97M-V/def2-TZVPD.

Last column: Löwdin charge in e.
Element x y z (Å)
1 O 2.520 0.723 -0.235  0.00
2 C 1.333 0.714 -0.065  -0.32
3 C 0.794 0.381 1.337  -0.08
4 H 0.449 0.911 -0.692  0.10
5 H 0.850 1.148 2.112  0.06
6 H -0.244 0.041 1.301  0.05
7 H 1.441 -0.463 1.626  0.07
8 O -0.656 -1.087 -0.845  -0.15
9 C -1.803 -0.867 -1.314  -0.67
10 O -2.534 0.126 -1.161  -0.14
11 H -2.151 -1.626 -2.064  0.08

Results
Electronic energy   -343.0692 hartree
Energy relative to the best compared isomer or geometry (same formula, charge and spin)   49.53 kJ/mol
Net charge   -1
LUMO energy   0.1514 hartree
Kohn-Sham gap   8.4 eV



4.
Below is a cluster of 2 separate species, C3H5O3 in total in a non-equilibrium geometry, with properties calculated with ωB97M-V/def2-TZVPD.

Last column: Löwdin charge in e.
Element x y z (Å)
1 C -1.884 1.453 0.815  -0.03
2 C -0.894 1.044 0.019  -0.33
3 O -0.942 0.091 -0.917  -0.03
4 H -1.605 1.874 1.772  0.03
5 H -2.943 1.396 0.596  0.03
6 H 0.102 1.407 0.262  0.10
7 H -0.110 -0.435 -0.875  0.07
8 O 1.192 -1.120 0.266  -0.15
9 C 2.071 -1.717 -0.420  -0.66
10 O 2.029 -2.877 -0.851  -0.12
11 H 2.983 -1.116 -0.667  0.09

Results
Electronic energy   -343.0589 hartree
Energy relative to the best compared isomer or geometry (same formula, charge and spin)   76.64 kJ/mol
Net charge   -1
LUMO energy   0.1534 hartree
Kohn-Sham gap   8.8 eV



The highest electronic energy belongs to which entry? number 4



electronic energy of number 4 (C3H5O3)? -343.0589 hartree



Please write out number 3 again, unchanged.
Below is a cluster of 2 separate species, C3H5O3 in total in a non-equilibrium geometry, with properties calculated with ωB97M-V/def2-TZVPD.

Last column: Löwdin charge in e.
Element x y z (Å)
1 O 2.520 0.723 -0.235  0.00
2 C 1.333 0.714 -0.065  -0.32
3 C 0.794 0.381 1.337  -0.08
4 H 0.449 0.911 -0.692  0.10
5 H 0.850 1.148 2.112  0.06
6 H -0.244 0.041 1.301  0.05
7 H 1.441 -0.463 1.626  0.07
8 O -0.656 -1.087 -0.845  -0.15
9 C -1.803 -0.867 -1.314  -0.67
10 O -2.534 0.126 -1.161  -0.14
11 H -2.151 -1.626 -2.064  0.08

Results
Electronic energy   -343.0692 hartree
Energy relative to the best compared isomer or geometry (same formula, charge and spin)   49.53 kJ/mol
Net charge   -1
LUMO energy   0.1514 hartree
Kohn-Sham gap   8.4 eV